C20H23BrN2O2 in the gas phase, computed with ωB97M-V with the def2-TZVPD basis set.

Results
Max |F| = 19.1 eV Å⁻¹
Total charge = 0
Calculated total energy = -3609.3214 Eh
2S+1 = 1
Orbital gap = 8.05 eV
SMILES = CCN(CC)c1ccc(NC(=O)/C=C/c2cc(Br)ccc2OC)cc1
E_HOMO = -7.700 eV

Last column: Mulliken charge in e.
Positions of all 48 atoms, in Å:
C 4.589 0.684 -0.168  -0.935
N 0.349 3.862 -0.138  -0.140
H -0.107 4.733 -0.437  0.258
C 5.303 -0.353 0.136  -0.130
C -3.153 -1.644 -1.526  -1.210
H -3.656 -3.261 0.926  0.325
C -2.399 1.490 -0.652  -0.495
H 5.052 1.533 0.066  0.564
C -0.257 1.976 1.147  -0.432
C 0.766 -2.135 -1.060  -1.392
H 1.533 1.579 -1.102  0.032
H -4.496 -1.702 -0.079  0.427
H -0.730 -0.227 1.901  -0.124
C 1.629 4.025 0.266  0.135
H -0.262 -1.751 -1.129  0.011
O 1.479 -0.688 -0.893  -0.262
H 3.143 -2.687 -0.787  0.398
H -1.780 3.328 -1.150  1.051
H 0.662 1.979 1.834  0.289
C 2.518 1.859 -0.508  -0.197
N -3.042 -0.689 0.647  -0.017
C -4.028 -0.816 -0.368  -0.782
H -4.021 -1.922 -2.428  0.243
C -1.116 0.766 1.149  0.160
C 4.878 -1.585 -0.199  -0.185
C 2.522 2.806 0.365  -0.319
C -3.602 -2.704 1.896  -1.521
H -2.310 -1.252 2.537  0.438
H -3.152 -3.334 2.630  0.408
H -1.540 -2.282 1.247  0.078
C -0.402 2.690 0.144  0.038
O 2.214 5.015 0.158  -0.549
H -4.541 -2.284 2.079  0.338
C 3.473 -1.765 -0.380  -0.869
H 5.475 -2.604 -0.337  0.227
H -2.591 -0.927 -2.067  0.396
H 3.443 3.197 0.986  0.185
Br 7.307 -0.247 0.406  -0.251
H -2.878 -2.425 -1.176  0.572
C 2.725 -0.517 -0.861  0.534
H -4.563 0.015 -0.831  0.421
C -2.573 -1.816 1.388  -0.252
H 0.906 -2.427 -0.207  0.856
C 3.254 0.635 -0.258  1.262
C -2.224 0.349 0.598  1.068
C -1.608 2.592 -0.756  -1.680
H -3.239 1.448 -1.179  0.410
H 1.051 -2.516 -1.829  0.616



A molecular structure, C20H23CeF6IO7P3S5, computed with ωB97M-V with the def2-TZVPD basis set.

Results
⟨S²⟩ = 0.751
Max |F| = 4.1 eV Å⁻¹
Total charge = -2
Calculated total energy = -5690.2441 Eh
2S+1 = 2
Orbital gap (spin up / spin down) = 6.31 / 6.31 eV
E_HOMO (spin up / spin down) = -2.395 / -2.396 eV

Last column: Mulliken spin population.
Positions of all 66 atoms, in Å:
C -2.866 -0.426 1.550  0.001
F 4.478 0.982 -1.787  0.000
O 2.351 -1.876 3.373  0.000
O 3.628 -2.455 1.359  0.000
C 1.457 -4.491 1.561  -0.067
F 3.489 3.024 -2.113  0.000
F 2.720 1.647 -0.443  0.005
H 2.609 -0.310 -4.855  0.000
P 1.015 -2.711 -0.566  0.001
O 0.219 -3.984 -1.223  0.000
H -2.516 -0.877 -0.547  0.000
C -1.379 1.788 -5.707  0.001
S -0.561 -0.238 3.262  0.001
H -3.699 1.156 0.335  0.000
C -0.456 1.554 -3.423  0.002
C 0.504 1.045 -2.503  0.000
C -1.576 2.314 -3.019  -0.001
H -4.308 -1.617 2.660  0.000
H -3.879 -1.770 0.178  0.000
O 2.437 -2.761 -0.998  0.000
C 1.585 0.362 -3.082  0.001
C -2.565 2.765 -3.870  0.001
C 0.424 2.357 3.566  -0.001
O -0.279 -2.917 1.849  -0.001
S 0.786 3.638 4.757  0.000
H -4.918 0.142 1.115  0.000
H 0.632 -5.177 1.372  0.014
H -2.221 -2.250 0.537  0.000
S -0.460 1.238 5.849  0.000
H 0.868 0.531 -6.400  0.000
F 5.657 2.896 -1.302  0.000
H 2.295 -4.748 0.919  0.004
F 4.881 1.521 0.395  0.000
C -0.020 2.911 6.136  0.000
P 4.210 2.288 -0.861  0.000
H -0.511 -1.973 1.873  -0.003
H -3.306 -0.561 3.670  0.000
S -0.148 3.629 7.636  0.000
C 1.736 0.201 -4.459  -0.003
F 3.927 3.577 0.061  0.000
H 2.360 -0.074 -2.451  0.000
H -1.272 1.592 -6.769  0.000
H -3.263 2.803 -5.899  0.000
H -0.715 -3.789 -1.160  0.000
C -0.182 1.267 4.095  0.000
C -3.302 -1.209 2.796  0.002
H -4.018 1.348 2.057  0.000
O 1.990 -0.499 1.249  -0.001
C 0.984 -3.086 1.257  0.041
C -1.481 0.294 1.662  0.002
C -2.867 -1.395 0.352  0.001
H -2.625 -2.039 2.984  -0.002
I -1.648 3.025 -0.947  -0.001
Ce 0.619 0.541 -0.064  0.985
H 3.566 -2.528 0.381  0.000
C 0.771 0.667 -5.326  0.004
C -0.361 1.336 -4.836  -0.002
H -3.400 3.328 -3.480  0.000
C -2.476 2.477 -5.227  -0.001
S 0.852 2.694 1.949  -0.002
H 1.753 -4.564 2.606  0.003
H -1.719 1.337 1.965  0.002
O 0.169 -1.504 -0.816  0.001
P 2.235 -1.846 1.788  0.011
C -3.946 0.623 1.249  0.000
H 1.732 -1.222 3.727  0.000



14 unconnected molecules or ions with the total composition C20H23Cl39FN2O, computed with ωB97M-V with the def2-TZVPD basis set.

Results
Max |F| = 6.4 eV Å⁻¹
Total charge = +1
Calculated total energy = -19007.3530 Eh
2S+1 = 1
Orbital gap = 6.49 eV
E_HOMO = -11.934 eV

Last column: Mulliken charge in e.
Positions of all 86 atoms, in Å:
C 2.650 1.523 5.345  -0.118
Cl 0.995 2.156 5.378  0.031
H 0.683 -2.474 -0.074  0.084
H 1.585 -4.531 -2.768  0.140
Cl -0.944 -0.624 5.678  -0.067
H 1.280 -3.798 1.195  0.251
Cl -0.248 -0.408 -12.365  -0.062
H -4.603 -0.658 7.042  0.000
C 2.475 5.006 8.237  0.009
C -2.542 -6.048 6.970  0.045
Cl 0.886 1.210 -14.505  -0.119
C 1.546 -2.547 -9.990  0.462
Cl -1.434 -1.026 -5.146  -0.109
Cl 3.087 4.767 6.591  -0.123
Cl -3.115 1.161 7.223  -0.008
Cl 1.955 -3.056 -6.148  -0.043
O 1.185 -4.063 -1.977  -0.411
Cl -0.115 0.585 -0.851  -0.085
Cl -0.935 -3.632 -3.945  -0.029
Cl -1.993 1.188 -14.065  -0.121
H -0.777 5.073 1.980  0.302
Cl -1.889 -3.453 -6.691  -0.084
H -4.600 5.961 8.422  0.341
C 3.722 -3.810 -1.348  -0.833
H -2.641 -6.890 6.281  0.304
Cl 2.983 -1.510 -9.998  -0.128
Cl 2.744 0.081 4.319  -0.103
Cl -5.994 1.140 7.664  -0.130
H 0.409 -4.784 -5.724  -0.022
C 3.936 -2.285 -2.009  0.383
Cl -2.288 -6.689 8.602  -0.114
Cl -3.055 7.689 7.998  -0.124
Cl -2.556 5.083 9.199  -0.112
C -1.596 -2.117 4.983  0.632
H -0.601 -0.609 -14.686  0.284
H -3.679 10.405 -1.652  0.339
Cl 1.094 -2.996 -11.643  -0.104
Cl 3.209 1.157 6.986  -0.116
Cl -2.176 3.863 0.520  -0.139
Cl -0.984 -2.356 3.337  -0.037
H 2.659 -2.924 -3.959  -0.647
Cl -2.299 4.003 3.427  -0.064
H -2.980 -2.754 -4.722  0.372
Cl -4.111 9.902 0.610  -0.106
Cl 0.198 -1.736 -9.174  -0.061
H 2.806 4.166 8.853  0.260
H -1.265 -2.957 5.599  -0.380
F 5.590 0.690 -1.018  -0.166
C 3.533 -0.612 -4.094  -0.361
Cl -1.154 -5.071 6.462  -0.147
C -1.849 4.864 1.945  -0.037
H 1.783 -3.460 -9.438  -0.145
Cl -1.757 9.225 -0.967  -0.110
Cl 0.703 5.039 8.243  -0.028
H 4.734 1.352 -3.436  0.389
H 4.390 -3.956 -0.369  0.325
C 2.174 -4.097 -0.888  0.256
C -1.947 -2.721 -5.079  -0.046
C 4.428 0.265 -3.083  -0.200
C -3.568 5.994 8.065  -0.037
C -1.538 0.448 0.196  -0.098
H 3.137 -0.253 -5.129  0.361
Cl -1.124 0.868 1.866  0.062
Cl -3.368 -2.084 4.988  -0.147
C -0.502 0.233 -13.997  -0.003
C -3.501 9.536 -1.013  -0.012
C 1.442 -4.751 -6.080  0.367
Cl -2.214 -1.188 0.115  -0.120
C -4.504 0.185 7.731  0.284
Cl 2.454 -5.662 -4.946  -0.127
Cl -4.033 -5.093 6.902  -0.097
N 4.865 -0.215 -1.777  0.628
Cl -4.361 8.149 -1.703  -0.108
H 4.153 -4.575 -2.134  0.406
C 1.616 -3.100 0.298  -0.779
Cl 1.500 -5.483 -7.693  -0.126
H 2.461 -2.382 0.733  0.229
Cl -3.509 5.262 6.453  -0.071
H 3.304 2.290 4.922  0.307
Cl -4.249 -0.456 9.364  -0.132
Cl 3.127 6.499 8.932  -0.126
C 3.274 -2.078 -3.440  1.040
H -2.296 1.151 -0.159  0.266
Cl -2.715 6.406 1.834  -0.081
N 4.701 -1.392 -1.149  -0.530
H 2.152 -5.208 -0.454  0.272



2 unconnected molecules or ions with the total composition C20H23F2N2, computed with ωB97M-V with the def2-TZVPD basis set.

Results
Max |F| = 1.7 eV Å⁻¹
Total charge = +1
Calculated total energy = -1084.8473 Eh
2S+1 = 1
Orbital gap = 5.21 eV
E_HOMO = -10.582 eV

Last column: Mulliken charge in e.
Positions of all 47 atoms, in Å:
C -0.211 0.823 -1.911  1.257
H -0.027 -5.172 1.412  0.352
C -2.058 -0.835 -3.192  0.454
C 1.221 5.401 0.411  0.491
C 2.147 3.338 -0.336  -0.363
H -2.387 -0.405 2.033  0.402
H 1.699 0.926 -0.993  0.187
F 1.384 6.617 1.015  -0.285
H -0.420 -2.199 -3.568  0.471
F -2.985 -1.684 -3.728  -0.304
C -2.493 0.386 -2.689  -0.981
C 0.021 -1.304 1.384  1.010
H -0.034 -4.193 2.887  0.322
C 0.068 0.062 1.087  -1.470
H 1.370 -3.631 0.242  0.273
H 3.008 2.697 -0.520  0.398
H 1.229 -0.706 -2.454  0.427
H 2.110 -3.841 1.844  0.396
H -1.390 -3.633 0.219  0.278
N 1.172 -2.032 1.574  0.074
C 2.438 -1.355 1.512  -1.040
C -0.728 -1.250 -3.135  -0.743
H -1.892 2.198 -1.749  0.227
C -0.241 3.745 -0.508  -0.060
C 0.754 1.468 -1.077  -0.668
H -1.244 3.442 -0.775  0.379
H -0.909 5.679 0.181  0.453
C -0.062 5.011 0.039  -1.018
C 2.341 4.588 0.230  -0.731
C -0.021 -4.149 1.792  -0.749
H -2.642 -1.000 0.372  0.316
H -0.881 0.595 1.018  0.183
C -1.562 1.228 -2.093  -0.107
H -3.205 -1.956 1.773  0.316
H 1.001 0.596 1.265  0.393
C -2.408 -1.299 1.404  -1.140
N -1.158 -2.000 1.505  0.151
C 0.182 -0.416 -2.507  -0.609
C 1.232 -3.447 1.324  -0.551
H 3.329 4.933 0.525  0.436
H 2.677 -1.009 0.497  0.270
C -1.250 -3.422 1.296  -0.529
H 3.219 -2.050 1.844  0.312
C 0.848 2.846 -0.688  0.875
H -2.142 -3.781 1.819  0.379
H -3.537 0.685 -2.768  0.481
H 2.439 -0.494 2.186  0.383